168
Properties=species:S:1:pos:R:3:lowdin_charge:R:1 method="wB97M-V/def2-TZVPD" orbital_gap_ev=8.30 e_tot_ev=-78453.835 relative_energy_kcal_mol=0.0
C 5.213 -4.067 0.249 -0.045
C 6.223 -2.934 0.107 -0.502
C 7.501 -3.559 -0.486 -0.126
C 8.440 -2.572 -1.199 -0.165
C 7.658 -1.680 -2.173 -0.145
C 6.490 -0.972 -1.505 -0.520
N 5.649 -1.917 -0.786 -0.117
O 4.470 -1.357 -0.310 -0.028
C 6.966 0.200 -0.651 -0.027
C 5.664 -0.416 -2.690 -0.036
C 6.530 -2.329 1.480 -0.024
H 4.267 -3.721 0.673 0.081
H 5.594 -4.944 0.774 0.089
H 4.902 -4.477 -0.719 0.075
H 8.089 -3.922 0.362 0.119
H 7.260 -4.430 -1.095 0.116
H 9.233 -3.150 -1.672 0.111
H 8.878 -1.896 -0.459 0.099
H 7.291 -2.345 -2.964 0.121
H 8.329 -1.029 -2.736 0.123
H 6.229 0.827 -0.148 0.080
H 7.750 -0.060 0.064 0.070
H 7.499 0.872 -1.335 0.090
H 4.816 0.187 -2.345 0.070
H 6.155 0.264 -3.388 0.086
H 5.242 -1.280 -3.204 0.085
H 5.744 -1.736 1.953 0.063
H 7.498 -1.834 1.511 0.080
H 6.566 -3.141 2.219 0.092
H 4.708 -0.746 0.413 0.073
C -6.271 -4.183 0.482 -0.037
C -6.414 -2.663 0.476 -0.507
C -5.758 -2.131 -0.809 -0.124
C -6.144 -0.681 -1.061 -0.192
C -7.644 -0.505 -1.002 -0.150
C -8.290 -0.956 0.299 -0.517
N -7.845 -2.341 0.515 -0.096
O -8.516 -2.934 1.602 -0.011
C -8.011 0.081 1.407 -0.020
C -9.792 -0.971 0.047 -0.049
C -5.636 -2.149 1.719 -0.024
H -5.212 -4.430 0.385 0.087
H -6.728 -4.646 -0.397 0.087
H -6.720 -4.609 1.376 0.081
H -4.671 -2.212 -0.812 0.107
H -6.135 -2.810 -1.581 0.122
H -5.788 -0.289 -2.015 0.110
H -5.693 -0.085 -0.260 0.083
H -8.063 -1.107 -1.820 0.128
H -7.928 0.509 -1.299 0.124
H -8.661 0.938 1.237 0.086
H -8.209 -0.328 2.403 0.080
H -6.988 0.457 1.473 0.063
H -10.151 -0.052 -0.421 0.086
H -10.116 -1.776 -0.617 0.091
H -10.381 -1.126 0.954 0.083
H -4.608 -2.509 1.683 0.069
H -6.134 -2.443 2.642 0.086
H -5.519 -1.066 1.636 0.062
H -8.300 -2.382 2.375 0.084
C 1.642 0.835 -0.901 -0.001
C 1.102 0.576 0.523 -0.465
C 0.496 1.886 1.042 -0.135
C -0.927 2.188 0.614 -0.171
C -1.817 0.935 0.707 -0.111
C -1.245 -0.355 0.109 -0.482
N 0.142 -0.526 0.547 -0.126
O 0.706 -1.791 0.369 -0.014
C -2.054 -1.508 0.678 -0.021
C -1.448 -0.269 -1.414 -0.019
C 2.206 0.242 1.539 -0.029
H 0.852 1.205 -1.553 0.057
H 2.049 -0.071 -1.354 0.076
H 2.415 1.603 -0.831 0.084
H 0.564 1.893 2.134 0.114
H 1.097 2.743 0.723 0.105
H -0.912 2.647 -0.384 0.083
H -1.411 2.969 1.207 0.103
H -2.743 1.279 0.243 0.097
H -2.013 0.748 1.767 0.125
H -1.763 -1.706 1.706 0.060
H -3.124 -1.310 0.680 0.062
H -1.848 -2.386 0.059 0.083
H -2.510 -0.344 -1.665 0.081
H -1.193 0.727 -1.792 0.059
H -0.853 -0.971 -2.004 0.070
H 2.887 1.085 1.672 0.089
H 2.751 -0.689 1.378 0.073
H 1.786 0.079 2.535 0.065
H 0.759 -1.931 -0.599 0.067
O 1.784 -0.389 5.402 -0.056
H 1.291 -0.916 4.752 0.011
H 2.624 -0.852 5.497 0.035
O 2.140 2.408 4.719 -0.081
H 2.173 1.433 4.745 -0.013
H 1.252 2.622 5.024 0.038
O -2.881 -1.547 4.047 -0.063
H -2.105 -1.008 4.251 0.028
H -3.619 -0.927 4.069 0.036
O 0.177 -1.893 3.321 -0.055
H -0.289 -2.730 3.213 0.058
H 0.354 -1.582 2.413 0.013
O -4.164 3.394 3.314 -0.060
H -3.467 4.004 3.042 0.031
H -4.970 3.760 2.937 0.027
O 0.492 5.240 2.517 -0.063
H 0.469 5.403 1.563 -0.005
H 1.269 4.684 2.648 0.030
C 1.965 6.980 -2.133 -0.055
C 0.922 5.955 -1.718 -0.497
C 1.387 4.501 -1.777 -0.050
O 0.497 6.296 -0.415 -0.044
H 2.443 6.683 -3.070 0.082
H 2.739 7.050 -1.367 0.085
H 1.499 7.946 -2.318 0.079
H 0.153 6.025 -2.499 0.134
H 2.314 4.380 -1.213 0.088
H 1.536 4.089 -2.776 0.071
H 0.593 3.865 -1.376 0.052
H -0.455 6.333 -0.290 0.098
C -0.125 1.972 -4.573 -0.056
C -0.084 0.455 -4.737 -0.473
C -1.437 -0.083 -5.224 -0.053
O 0.857 0.090 -5.762 -0.063
H -0.782 2.293 -3.762 0.053
H -0.404 2.499 -5.486 0.085
H 0.904 2.223 -4.300 0.075
H 0.277 -0.025 -3.828 0.115
H -1.444 -1.120 -5.542 0.079
H -1.873 0.596 -5.961 0.078
H -2.134 0.054 -4.382 0.067
H 0.618 0.570 -6.563 0.083
C 5.105 0.646 3.720 -0.062
C 5.918 0.681 5.025 -0.466
C 5.077 1.172 6.190 -0.052
O 6.459 -0.639 5.243 -0.062
H 4.408 -0.191 3.795 0.071
H 5.759 0.518 2.857 0.066
H 4.564 1.586 3.597 0.072
H 6.800 1.302 4.878 0.137
H 4.729 2.168 5.914 0.080
H 5.727 1.249 7.064 0.082
H 4.209 0.573 6.467 0.071
H 5.719 -1.192 5.518 0.077
C 1.450 -5.166 -1.417 -0.055
C 0.780 -4.231 -2.380 -0.485
C -0.735 -4.356 -2.420 -0.034
O 1.185 -2.865 -2.215 -0.071
H 1.185 -5.042 -0.363 0.088
H 2.538 -5.170 -1.506 0.070
H 1.127 -6.185 -1.654 0.087
H 1.166 -4.504 -3.375 0.137
H -1.028 -4.396 -1.365 0.078
H -1.000 -5.266 -2.949 0.084
H -1.197 -3.465 -2.840 0.075
H 2.145 -2.807 -2.272 0.101
C -4.760 2.463 -1.315 -0.069
C -4.146 3.875 -1.307 -0.482
C -3.311 4.083 -2.548 -0.054
O -5.259 4.768 -1.308 -0.040
H -5.417 2.293 -2.174 0.086
H -5.398 2.213 -0.469 0.071
H -3.972 1.726 -1.514 0.060
H -3.443 3.997 -0.473 0.126
H -2.977 5.120 -2.587 0.081
H -3.929 3.857 -3.424 0.090
H -2.478 3.391 -2.666 0.056
H -5.613 4.843 -0.419 0.085